C31H25BrN6O3Tl | wB97M-V/def2-TZVPD

Last column: Löwdin charge in e.
CARTESIAN COORDINATES (ANGSTROEM)
C: -1.34818 2.90327 3.12659  -0.02
H: 3.17277 6.47671 -1.56099  0.11
C: 2.24640 -1.54329 1.78582  -0.04
H: -2.50354 2.51875 4.89544  0.12
C: -0.72694 2.31903 2.02890  -0.09
C: -4.01620 0.48428 -1.30275  -0.02
O: 3.15867 0.41280 0.60848  0.15
C: 3.18576 5.54007 -3.49021  -0.70
H: -3.16295 1.33032 -5.35135  0.12
H: 3.18068 -1.65789 2.33662  0.10
C: -1.13092 4.78774 -1.82276  -0.19
H: -1.29307 3.97421 3.26335  0.12
O: 0.92230 2.29875 -0.41861  -0.11
H: -2.78841 -0.34239 0.25266  0.09
C: -0.30129 6.01895 -3.51306  -0.11
H: -4.92011 1.37453 -3.04049  0.13
N: -1.15681 -1.61959 1.40729  0.00
H: -2.17626 -5.92727 2.72770  0.11
H: -0.47189 -5.30270 -1.15178  0.11
C: -0.78704 -3.54476 0.03486  -0.04
H: -1.26281 4.65073 -0.75474  0.11
N: -0.76046 1.00467 1.80076  0.07
N: -1.49296 -1.18928 2.51630  0.10
Br: 3.98949 7.02581 -4.33420  0.76
C: 2.35637 -0.39885 0.83936  -0.42
O: 1.12325 1.16364 -2.29703  -0.11
C: 2.86977 4.42200 -4.24688  -0.12
C: -1.74152 -3.89722 2.22564  -0.01
H: -2.10576 3.34381 -5.89254  0.11
H: 1.42207 -1.33811 2.46907  0.08
H: -4.94373 0.32415 -0.77172  0.12
C: -2.82107 0.11859 -0.72220  -0.11
C: -3.99780 1.06257 -2.56594  0.02
C: 1.31024 2.21499 -1.62143  -0.61
H: -2.54181 0.03935 4.46854  0.12
H: -0.41590 -2.86406 -0.72279  0.09
N: -0.47080 5.87894 -2.20075  0.11
C: -2.69742 1.89195 -4.54697  -0.03
H: 2.01426 2.45425 -4.19249  0.12
H: 0.23719 6.90043 -3.84294  0.12
H: 2.00503 -2.44355 1.22232  0.09
C: 2.92056 5.59322 -2.13027  -0.12
N: -1.65613 3.85203 -2.60378  0.16
C: 2.31605 4.50483 -1.52170  -0.02
Tl: 0.36253 -0.03121 -0.31101  1.16
C: -1.63515 0.85590 -2.56194  -0.06
C: -0.82321 -4.90985 -0.20721  -0.06
H: 3.09008 4.40212 -5.30506  0.11
H: -0.66397 1.00285 -3.01015  0.11
C: -2.78656 1.27249 -3.20433  -0.19
C: 2.26903 3.33907 -3.62533  -0.01
N: -1.65031 0.29696 -1.35173  -0.01
H: -0.64509 5.23107 -5.48877  0.12
C: -2.01696 2.09713 4.02609  -0.03
C: -1.23504 -3.04344 1.24913  -0.25
C: -0.79057 5.09905 -4.42509  0.00
C: -1.78098 -5.25603 1.97728  -0.06
H: -0.17906 2.90551 1.30325  0.10
H: -2.09846 -3.48775 3.15988  0.11
C: -2.10670 3.04157 -4.85115  -0.01
C: -1.31900 -5.76380 0.76544  -0.06
C: -1.41532 0.23597 2.67496  -0.31
C: -2.04364 0.72846 3.80103  0.01
H: -1.35224 -6.82918 0.58002  0.11
C: 1.98560 3.37782 -2.26444  -0.14
C: -1.48942 4.01246 -3.92193  -0.26
H: 2.08998 4.52553 -0.46404  0.12

Output
Total charge: +1
Multiplicity: 1
Total energy: -4496.834972 Eh
HOMO level: -0.404 Eh

***

C4H8FNO3S | wB97M-V/def2-TZVPD

Last column: Löwdin charge in e.
CARTESIAN COORDINATES (ANGSTROEM)
C: -2.37642 0.14305 -0.13169  0.06
H: 2.62383 0.25415 1.08528  0.08
O: 0.42452 0.62894 -0.70107  -0.15
H: 1.75119 2.03983 -0.15817  0.12
N: -0.00454 -0.62630 -0.21591  -0.22
S: 0.03243 -1.63391 -1.57079  0.60
H: -1.48875 -1.23357 1.19392  0.12
H: 1.06700 -0.05364 1.95920  0.07
F: -0.86654 -0.91580 -2.61406  -0.11
C: 0.99477 1.43381 0.33651  -0.23
H: -2.36875 1.22550 -0.08445  0.07
H: 0.26348 2.14341 0.73097  0.11
O: 1.34456 -1.62350 -2.06471  -0.21
H: -3.24273 -0.38638 -0.51144  0.07
C: -1.32536 -0.58838 0.33790  -0.18
H: 1.96501 1.41820 2.20142  0.08
C: 1.69168 0.67322 1.45207  -0.07
O: -0.48539 -2.89863 -1.24499  -0.21

Output
Total charge: 0
Multiplicity: 1
Total energy: -935.544847 Eh
SMILES: C=CN(OCC)S(=O)(=O)F
HOMO level: -0.333 Eh

***

C6H10 | wB97M-V/def2-TZVPD

Last column: Löwdin charge in e.
CARTESIAN COORDINATES (ANGSTROEM)
H: -0.26998 2.46141 -0.68942  0.07
C: -1.51459 -0.93754 0.53245  -0.16
C: -1.96940 -2.04131 0.36681  0.11
H: 2.21596 -0.33998 -0.65091  0.08
H: -0.61902 0.08507 2.03071  0.12
C: 0.48336 0.62566 0.22674  -0.44
H: 1.46421 -1.28577 0.65080  0.08
C: -0.83139 0.28288 0.97343  -0.19
H: -0.35602 1.03644 -1.74520  0.08
H: 1.09734 1.18351 0.94685  0.13
H: 0.68898 -1.19584 -0.93548  0.08
H: 1.20143 1.82057 -1.43485  0.08
C: 0.24564 1.53797 -0.97750  -0.09
H: -1.50493 1.14896 0.95951  0.11
H: -2.33374 -3.04101 0.31251  0.02
C: 1.25961 -0.62215 -0.19636  -0.09

Output
Total charge: 0
Multiplicity: 1
Total energy: -234.547008 Eh
SMILES: C#CCC(C)C
HOMO level: -0.362 Eh

***

C6H8 | wB97M-V/def2-TZVPD

Last column: Löwdin charge in e.
CARTESIAN COORDINATES (ANGSTROEM)
H: 0.76596 2.26468 2.04848  0.07
C: 1.03233 -0.74131 -0.98461  -0.23
H: 0.28704 -2.06751 -2.60923  0.07
H: -0.05655 -2.51896 -0.94332  0.09
C: 0.15853 -1.66451 -1.60464  -0.14
H: 2.05369 0.58812 0.55867  0.04
H: -1.19286 -0.97095 0.95150  0.09
H: -2.50224 0.31914 0.92098  0.04
C: 1.60500 -0.19352 -0.06388  0.07
C: -0.67624 1.11820 0.99347  -0.22
H: -0.70566 -0.96423 -1.66545  0.09
C: 0.17808 2.09095 1.14732  -0.04
H: 0.52845 2.61966 0.28691  0.06
C: -1.47552 0.12024 0.96379  -0.01

Output
Total charge: 0
Multiplicity: 1
Total energy: -233.241534 Eh
SMILES: C=C=C.C#CC
HOMO level: -0.335 Eh

***

C7H10NO3P | wB97M-V/def2-TZVPD

Last column: Löwdin charge in e.
CARTESIAN COORDINATES (ANGSTROEM)
N: 1.16614 0.97371 -2.82501  0.19
C: -1.77318 1.11236 -1.01221  -0.05
O: 0.99632 -1.24960 0.01065  0.04
C: 0.14977 3.39199 -0.24903  -0.20
C: 1.14133 -2.61745 0.46443  -0.21
H: 0.88638 -2.25655 2.53157  0.05
H: -1.82400 1.57740 -1.95434  0.08
C: 0.54740 0.82954 -1.87464  -0.24
H: 1.19650 3.14179 0.18890  0.09
H: -0.59520 -2.69478 1.70589  0.10
H: 0.19457 3.43877 -1.42707  0.09
H: -0.16033 4.49643 0.08885  0.10
C: -0.22079 -0.74201 -0.19886  -0.47
H: 2.19356 -2.89224 0.52822  0.12
P: -0.82653 2.01983 0.29603  0.71
H: 0.88842 -3.34939 -0.32325  0.13
C: 0.53698 -2.88142 1.78902  -0.08
C: -0.26798 0.62367 -0.75318  -0.38
H: 0.53613 -3.90072 2.22038  0.09
O: -1.01308 1.88736 1.74800  -0.31
H: -2.48455 0.44146 -0.83239  0.04
O: -1.26783 -1.35016 -0.12196  0.11

Output
Total charge: 0
Multiplicity: 1
Total energy: -894.510075 Eh
SMILES: CCOC(=O)[C@@]1(C#N)C[P@@]1(C)=O
HOMO level: -0.372 Eh

***

C24H23N3O5S2 | wB97M-V/def2-TZVPD

Last column: Löwdin charge in e.
CARTESIAN COORDINATES (ANGSTROEM)
C: -4.64145 -1.00698 0.50981  -0.26
N: -0.49102 1.94882 -0.57599  -0.21
O: 5.53308 -3.96139 0.97447  0.10
S: -1.55621 2.34476 0.66672  0.69
H: 3.04000 -2.30863 1.74064  0.12
H: 0.62650 3.24021 -1.79196  0.08
C: -4.09440 -0.60694 1.73593  0.02
N: 3.91009 -0.13438 1.19612  0.13
C: 1.16567 0.46911 -1.55636  -0.01
C: 3.82632 2.97849 -0.66467  -0.10
C: -0.38904 2.84802 -1.69831  -0.08
H: 1.38813 3.65356 1.59059  0.10
H: 2.99026 -3.98906 1.10713  0.14
H: -6.99798 -3.09192 -0.24248  0.12
H: -0.67837 2.35221 -2.62909  0.09
O: -2.19728 3.56464 0.27057  -0.28
H: 2.55566 4.65675 -0.33444  0.11
O: 2.82028 -2.51491 -0.32401  -0.03
H: -0.46301 0.15007 1.37854  0.09
H: -4.26401 -2.99178 -1.62870  0.07
C: 3.49003 1.12830 0.88450  -0.31
C: 1.97625 -0.64323 -1.46686  -0.01
H: -2.72463 0.71949 2.72419  0.12
C: -3.29318 0.65049 -0.59543  -0.04
C: 4.85331 -2.98006 0.81564  -0.42
C: 4.15133 1.71103 -0.21781  -0.48
C: 2.82697 3.66618 -0.00049  -0.09
H: -5.65820 -3.93949 -2.16644  0.08
H: -4.63712 -0.63892 -1.61967  0.11
C: -4.23155 -0.36466 -0.65926  0.00
C: -3.15738 0.40098 1.78896  -0.05
C: 0.28695 0.79762 -0.52170  -0.26
C: 1.02077 -1.18228 0.65684  0.00
C: 4.82599 -0.54869 0.40893  -0.59
C: 3.33052 -2.96535 0.91610  -0.10
H: 2.66822 -0.87963 -2.26058  0.12
H: -6.45332 -1.75246 -1.27168  0.12
H: 1.24544 1.09244 -2.43094  0.11
H: 4.33900 3.41102 -1.50991  0.11
H: -1.07174 3.67083 -1.50120  0.08
H: -2.97651 1.15811 -1.49273  0.12
H: -4.42940 -1.10797 2.62986  0.12
O: -5.55786 -1.99575 0.58441  -0.04
C: -6.11815 -2.54695 -0.59482  -0.24
H: 6.39311 -1.83395 0.16743  0.15
H: 0.93617 -1.82119 1.52229  0.12
C: 2.17318 3.10612 1.09357  -0.08
H: 1.98807 1.40627 2.38607  0.12
C: 2.49797 1.84390 1.54482  -0.01
C: 0.20923 -0.06699 0.56836  -0.03
O: -0.88919 2.33507 1.93527  -0.28
C: -5.16481 -3.50520 -1.30151  -0.06
N: 5.42360 -1.78060 0.45759  0.11
H: -4.87601 -4.30350 -0.62279  0.08
C: -2.75551 1.02165 0.61862  -0.29
C: 1.93930 -1.46466 -0.34491  -0.29
S: 5.33595 0.60139 -0.84925  1.08

Output
Total charge: 0
Multiplicity: 1
Total energy: -2265.208184 Eh
SMILES: CCOc1ccc(S(=O)(=O)N(C)c2ccc(OCC(=O)Nc3nc4ccccc4s3)cc2)cc1
HOMO level: -0.291 Eh

***

C12H6Br4O4PdS5 | wB97M-V/def2-TZVPD

Last column: Löwdin charge in e.
CARTESIAN COORDINATES (ANGSTROEM)
Br: 3.08883 6.46425 -2.58455  0.61
C: 1.02428 3.03013 -0.07834  -0.43
C: -1.05194 -0.33453 0.69968  -0.60
C: 1.09576 4.33416 0.40049  -0.65
S: -0.03739 -5.24894 0.45500  0.86
O: -2.24294 -0.13295 0.60258  -0.02
C: 1.34666 -4.48360 1.12611  -1.53
C: 2.25004 5.09363 -1.56878  -0.78
O: -0.58721 -1.07212 1.76316  -0.17
C: -1.57218 -1.49048 2.69741  -0.10
C: -2.99555 -3.04645 -0.94586  -0.39
Br: 0.34055 4.63294 2.11536  0.69
S: 1.63074 -2.92831 0.44770  0.92
C: 1.70622 5.37335 -0.33018  -0.78
C: -0.45748 -4.00667 -0.70370  -1.03
C: 2.17878 3.78565 -2.08155  -0.65
C: 0.32164 -2.89860 -0.72372  -1.10
O: 1.45383 1.53806 -1.86500  -0.24
O: 0.51466 2.04857 0.61348  -0.24
H: -3.19822 -3.29554 0.09429  0.03
H: -2.56223 -2.04992 -1.01561  0.00
S: 2.27024 -5.16619 2.32869  0.41
S: 0.18038 -1.54752 -1.79981  0.57
H: -2.33349 -2.10499 2.21284  0.07
H: -2.06321 -0.63164 3.15850  0.09
Pd: 0.30763 0.36302 -0.48864  0.74
H: -1.04237 -2.07318 3.44909  0.08
H: -3.92406 -3.08327 -1.51629  0.03
Br: 2.89950 3.34050 -3.78034  0.68
S: -1.88531 -4.26977 -1.68601  0.76
Br: 1.77764 7.12554 0.39457  0.62
C: 1.56619 2.73484 -1.39059  -0.45

Output
Total charge: -2
Multiplicity: 1
Total energy: -13176.847972 Eh
HOMO level: -0.059 Eh

***

C16H12CaNO5S2 | wB97M-V/def2-TZVPD

Last column: Löwdin charge in e.
CARTESIAN COORDINATES (ANGSTROEM)
C: 3.21575 -1.25819 -0.60917  -0.02
O: -1.74744 -0.20678 3.22983  -0.14
Ca: -0.53028 -0.86465 1.35984  1.39
H: -3.39791 5.45269 -2.56801  0.10
C: 4.38876 -1.44016 -1.31945  -0.11
H: 0.74524 3.80374 -2.05024  0.10
O: -0.16223 1.21944 0.44404  -0.11
H: -4.85131 3.77386 -1.46216  0.09
C: 0.35723 -3.34144 -0.09243  -1.20
H: -1.94018 -2.43554 5.24081  0.08
H: 3.00471 -0.33339 -0.08738  0.11
O: 0.02144 -1.48816 3.54893  -0.16
C: -2.96403 4.58284 -2.09094  -0.11
O: -1.96567 0.09629 -0.17529  -0.12
H: -3.81004 1.78226 -0.40034  0.12
C: 4.63989 -2.62754 -2.00337  -0.12
C: -1.06513 -0.98679 3.93628  -0.77
H: -0.80902 -1.35280 6.04901  0.07
H: 5.56677 -2.74626 -2.55070  0.09
C: 2.53601 -3.48096 -1.28131  -0.49
C: -3.77675 3.64672 -1.47309  -0.10
N: 1.06596 -2.25015 0.07593  -0.11
S: -1.17618 -3.61845 0.52074  0.48
C: 3.71285 -3.65780 -1.99028  -0.11
C: -1.60448 -1.40016 5.30692  -0.01
C: -1.26140 1.13658 -0.15201  -0.64
C: -1.59172 4.40799 -2.10947  -0.04
H: -0.95710 5.13426 -2.60763  0.10
S: 1.19094 -4.56932 -1.07020  0.97
H: 3.90402 -4.58138 -2.52143  0.10
C: 2.27172 -2.28594 -0.57868  -0.32
H: 5.12618 -0.64747 -1.34950  0.09
C: -1.82312 2.35669 -0.85967  -0.06
C: -1.00911 3.30010 -1.49757  -0.26
C: -3.19963 2.53962 -0.87295  -0.02
H: -2.43799 -0.76316 5.59417  0.07
O: 0.33322 3.10341 -1.53325  0.07

Output
Total charge: -1
Multiplicity: 1
Total energy: -2522.186235 Eh
HOMO level: -0.170 Eh

***

| no. | LUMO (eV) |
| --- | --- |
| 1 | -3.9424 |
| 2 | -0.7724 |
| 3 | 1.0618 |
| 4 | 0.9467 |
| 5 | 0.4970 |
| 6 | 0.5096 |
| 7 | 4.0858 |
| 8 | 2.6683 |